1.
32
Properties=species:S:1:pos:R:3:forces:R:3:nbo_charge:R:1 method="wB97M-V/def2-TZVPD" total_energy_ev=-17633.716 total_charge=+1 homo_lumo_gap_ha=0.223 homo_ev=-11.57 e_lumo_ev=-5.49 de_lowest_kcal_mol=104.35 largest_force_ev_per_a=4.86
C 3.237 0.177 -1.160 0.8 -0.5 0.4 -0.223
C -3.570 -1.096 -0.203 -0.4 -0.6 -1.3 -0.336
C 4.273 -0.172 -0.083 -4.7 1.3 0.0 0.318
C 2.132 0.559 -0.488 1.5 0.6 -2.7 0.182
C -3.935 0.192 0.161 -1.1 0.2 0.8 0.164
C -2.156 -1.109 -0.102 0.5 0.5 0.7 0.133
C 5.517 -0.805 -0.182 2.8 -2.8 1.2 -0.703
C 0.870 1.055 -1.035 0.8 -1.0 -1.8 -0.700
C -5.229 0.988 0.281 -0.5 -3.2 -0.1 -0.643
C -1.233 -2.291 -0.320 0.6 0.6 -0.2 -0.644
C 1.868 1.320 1.729 -0.1 -0.6 0.5 0.134
N 3.721 0.031 1.091 1.5 0.0 0.3 -0.290
N -2.792 0.797 0.522 -1.4 0.2 -0.4 -0.308
N 2.523 0.636 0.858 -1.4 0.5 0.5 -0.129
N -1.721 0.098 0.354 1.7 -3.2 -0.5 -0.346
H 3.367 0.126 -2.263 -0.1 -0.1 1.2 0.264
H -4.202 -1.896 -0.701 0.8 1.3 1.1 0.247
H 5.911 -0.933 -1.182 -0.1 0.0 -0.1 0.256
H 6.283 -0.305 0.440 -0.4 -0.1 -0.3 0.281
H 5.398 -1.847 0.346 0.3 1.7 -1.2 0.288
H 0.025 0.576 -0.659 -1.4 -1.6 0.4 0.296
H 0.637 1.999 -0.725 -0.1 3.1 0.8 0.228
H 0.848 1.085 -2.146 0.3 -0.3 0.8 0.261
H -5.047 1.931 -0.094 0.1 2.2 -0.8 0.219
H -6.015 0.489 -0.325 0.5 0.4 0.2 0.240
H -5.663 1.056 1.279 0.4 -0.1 0.2 0.235
H -1.706 -2.968 -1.002 -0.2 -0.3 -0.8 0.231
H -0.212 -2.021 -0.728 -1.2 -0.2 0.5 0.209
H -1.107 -2.926 0.561 0.1 0.5 0.3 0.232
H 1.020 1.926 1.317 0.7 -0.8 0.9 0.246
H 2.171 1.175 2.797 -0.2 0.7 -1.1 0.263
H -2.659 1.691 0.887 -0.3 1.6 0.5 0.395

=====

2.
76
Properties=species:S:1:pos:R:3:forces:R:3:lowdin_charge:R:1 method="wB97M-V/def2-TZVPD" total_energy_ev=-63085.212 total_charge=0 homo_lumo_gap_ha=0.279 homo_ev=-8.66 e_lumo_ev=-1.07 largest_force_ev_per_a=1.95
C 6.539 -0.480 2.447 -0.3 -0.3 -0.4 -0.185
C 6.015 -1.361 1.295 -1.0 1.7 0.3 -0.765
I 4.167 -2.219 2.055 0.8 -1.0 1.4 0.809
C 5.656 -0.384 0.103 0.4 -1.7 0.3 -0.672
I 3.795 -1.007 -0.833 0.3 1.1 -1.5 0.834
B 6.676 -0.402 -1.088 -0.6 0.1 0.1 -0.112
C 8.172 -0.986 -1.021 -0.7 1.1 -0.7 -0.619
F 8.730 -1.045 0.181 0.3 -0.5 0.9 0.143
F 8.213 -2.181 -1.610 0.1 -1.0 0.1 0.148
F 8.971 -0.185 -1.744 0.4 0.5 -0.4 0.123
H 7.159 -1.034 3.136 0.2 0.0 0.2 0.080
H 5.677 -0.096 2.974 -0.1 0.2 0.3 0.035
H 7.048 0.393 2.054 0.6 0.0 -0.1 0.077
H 6.719 -2.132 1.026 -0.2 -0.4 -0.1 0.066
H 5.566 0.612 0.527 -0.6 0.2 -0.2 0.083
H 6.325 0.017 -2.138 0.3 0.1 0.0 0.070
C 1.867 -4.843 -0.100 0.0 0.2 0.1 -0.345
O 0.743 -5.075 0.314 0.1 -0.1 -0.1 -0.005
N 2.518 -5.585 -1.009 0.1 0.0 -0.1 -0.191
C 3.857 -5.250 -1.456 -0.2 -0.2 0.0 -0.055
C 1.858 -6.759 -1.557 -0.1 0.1 0.2 -0.036
H 2.453 -3.977 0.251 0.0 0.0 0.0 0.052
H 3.854 -5.076 -2.534 0.1 0.0 0.0 0.093
H 4.538 -6.073 -1.229 0.1 0.1 0.0 0.092
H 4.208 -4.351 -0.954 -0.1 0.0 0.0 0.045
H 0.931 -6.465 -2.051 0.0 -0.1 0.0 0.093
H 1.612 -7.453 -0.754 0.0 0.0 -0.1 0.093
H 2.512 -7.248 -2.274 0.0 0.0 0.0 0.086
C -3.925 -2.847 -0.710 -0.1 0.1 0.0 -0.356
O -4.957 -2.953 -1.353 0.0 -0.1 0.0 -0.011
N -3.235 -3.867 -0.186 0.1 0.1 0.1 -0.192
C -2.008 -3.667 0.571 -0.2 -0.3 -0.2 -0.046
C -3.731 -5.218 -0.380 -0.1 0.1 -0.1 -0.038
H -3.463 -1.865 -0.505 0.0 0.0 0.0 0.130
H -1.188 -4.192 0.085 0.0 0.1 0.2 0.055
H -2.138 -4.061 1.581 0.1 0.0 0.0 0.095
H -1.768 -2.607 0.631 -0.1 0.0 0.0 0.085
H -3.790 -5.440 -1.447 0.0 -0.1 0.0 0.092
H -4.731 -5.310 0.044 0.0 -0.1 0.0 0.092
H -3.063 -5.927 0.102 0.1 0.1 0.0 0.088
C -6.112 2.189 -3.195 -0.1 0.1 -0.1 -0.356
O -5.003 2.534 -3.563 0.0 0.0 0.0 -0.007
N -6.400 1.008 -2.626 -0.1 0.0 0.0 -0.193
C -7.745 0.661 -2.211 0.2 -0.1 0.0 -0.054
C -5.328 0.046 -2.417 0.0 0.2 -0.1 -0.035
H -6.995 2.844 -3.304 0.0 0.0 0.0 0.132
H -7.762 0.464 -1.138 -0.1 0.0 0.0 0.091
H -8.076 -0.233 -2.743 -0.1 0.0 0.1 0.092
H -8.431 1.477 -2.432 0.0 0.0 0.0 0.080
H -4.562 0.488 -1.777 0.0 -0.1 0.0 0.084
H -4.873 -0.208 -3.374 0.1 -0.1 0.1 0.100
H -5.715 -0.856 -1.950 0.0 0.0 0.0 0.062
C -1.564 2.760 0.673 0.0 0.0 0.0 -0.353
O -1.378 2.963 1.861 -0.1 -0.2 0.0 -0.017
N -2.362 3.496 -0.111 0.0 -0.1 -0.2 -0.188
C -2.544 3.203 -1.524 -0.1 0.2 0.3 -0.049
C -3.069 4.627 0.475 0.2 -0.1 0.2 -0.024
H -1.073 1.930 0.135 0.0 0.0 0.0 0.131
H -2.224 4.061 -2.118 0.0 -0.1 -0.1 0.094
H -3.593 3.001 -1.727 0.0 0.0 -0.2 0.060
H -1.955 2.334 -1.812 0.0 0.0 0.1 0.085
H -2.355 5.340 0.892 -0.1 0.1 0.0 0.074
H -3.714 4.278 1.283 0.0 0.1 0.0 0.094
H -3.670 5.117 -0.286 0.0 -0.1 -0.1 0.089
C -0.086 7.401 2.793 0.0 0.1 0.0 -0.359
O -1.117 7.284 2.156 0.0 -0.1 0.0 0.004
N 0.611 6.384 3.326 0.2 0.0 0.1 -0.196
C 1.835 6.597 4.070 -0.2 -0.2 -0.1 -0.064
C 0.112 5.025 3.145 0.0 0.4 0.0 -0.046
H 0.374 8.387 2.985 0.0 0.0 0.0 0.130
H 2.659 6.072 3.583 0.1 0.0 0.1 0.087
H 1.720 6.216 5.087 0.1 0.0 0.0 0.088
H 2.071 7.658 4.115 0.0 0.0 0.0 0.080
H 0.047 4.799 2.086 -0.1 -0.1 0.0 0.073
H -0.884 4.939 3.574 0.0 -0.1 -0.1 0.094
H 0.780 4.315 3.627 0.0 0.0 0.0 0.090

=====

3.
12
Properties=species:S:1:pos:R:3:forces:R:3:nbo_charge:R:1 method="wB97M-V/def2-TZVPD" total_energy_ev=-25904.790 total_charge=-1 homo_lumo_gap_ha=0.210 homo_ev=-2.28 e_lumo_ev=3.44 de_lowest_kcal_mol=48.53 largest_force_ev_per_a=5.21
C -2.286 -0.243 -0.500 -3.5 -1.7 -3.5 0.277
O -3.314 -0.508 -1.202 3.6 1.3 2.7 -0.541
H -2.193 -0.545 0.516 -0.3 -0.2 1.2 0.116
H 0.030 -0.346 3.070 -0.6 0.0 -0.2 0.020
H -1.375 0.142 -0.923 0.4 0.5 -0.5 0.140
C 1.623 0.936 -0.585 0.5 -1.2 -0.8 -0.764
S 1.781 -0.647 0.313 0.0 -0.2 -0.1 -0.073
S 1.581 -2.028 -1.235 -0.1 0.1 0.2 -0.762
H 2.307 1.645 -0.139 0.1 0.4 0.0 0.194
H 0.594 1.281 -0.559 0.0 0.2 -0.2 0.178
H 1.953 0.634 -1.616 -0.4 0.7 0.8 0.238
H -0.700 -0.319 2.860 0.6 0.0 0.3 -0.025

=====

4.
20
Properties=species:S:1:pos:R:3:forces:R:3:nbo_charge:R:1 method="wB97M-V/def2-TZVPD" total_energy_ev=-8481.928 total_charge=0 homo_lumo_gap_ha=0.355 homo_ev=-8.53 e_lumo_ev=1.14 de_lowest_kcal_mol=176.52 largest_force_ev_per_a=8.99
C -1.794 -0.800 0.468 -2.1 -1.7 -5.5 -0.357
C -2.030 0.606 -0.306 -6.0 -2.3 -4.4 -0.339
C -0.636 0.681 -0.183 6.3 -0.3 0.2 -0.261
C 0.848 0.998 -0.373 2.9 3.3 0.4 -0.161
C 1.731 -0.266 -0.847 -3.2 3.4 -5.8 -0.374
C 1.133 -0.802 0.288 -5.5 -7.1 0.6 -0.265
C 1.335 0.428 1.076 -0.5 -0.1 -1.6 -0.394
C -0.367 -0.845 -0.194 -1.4 2.3 3.6 -0.213
H -2.501 -1.577 0.040 0.7 0.5 0.9 0.191
H -1.905 -0.723 1.463 -0.1 0.4 3.5 0.200
H -2.867 0.689 -1.331 3.0 -1.1 2.1 0.162
H -2.542 1.303 0.217 -1.4 2.3 2.0 0.187
H -0.767 1.078 0.840 0.9 -0.6 0.3 0.182
H 1.151 2.038 -0.462 0.1 0.2 -0.8 0.200
H 2.701 -0.194 -0.513 2.8 0.7 -1.0 0.208
H 1.409 -0.721 -1.887 1.4 0.8 2.0 0.208
H 1.478 -1.817 0.151 0.5 -1.2 2.7 0.215
H 2.365 0.269 1.242 1.5 1.6 0.8 0.211
H 0.721 0.824 1.840 -0.3 -0.4 1.3 0.208
H -0.559 -1.174 -1.174 0.4 -0.6 -1.4 0.193

=====

5.
110
Properties=species:S:1:pos:R:3:forces:R:3:lowdin_charge:R:1 method="wB97M-V/def2-TZVPD" total_energy_ev=-67558.128 total_charge=0 homo_lumo_gap_ha=0.349 homo_ev=-9.06 e_lumo_ev=0.42 de_lowest_kcal_mol=58.60 largest_force_ev_per_a=3.71
C 9.657 16.206 22.521 -0.4 0.4 -0.8 -0.061
C 10.212 16.904 21.431 0.1 -1.0 0.4 -0.063
C 10.539 16.156 20.307 -1.4 -2.0 0.4 -0.111
N 10.237 14.801 20.228 1.1 2.4 -0.5 0.061
C 9.695 14.217 21.283 0.8 -1.4 -1.8 -0.192
C 9.372 14.843 22.422 -0.1 2.2 2.2 -0.080
H 9.327 16.752 23.392 0.2 0.0 0.2 0.102
H 10.413 17.963 21.487 0.0 0.0 0.0 0.100
H 10.930 16.611 19.410 0.2 0.0 0.0 0.087
H 9.592 13.148 21.172 -0.3 -0.2 0.0 0.104
H 8.933 14.371 23.289 0.0 -0.3 -0.2 0.107
C 10.581 11.657 11.626 0.3 0.7 1.6 -0.064
C 11.237 11.924 12.851 -0.6 -0.2 -0.9 -0.047
C 10.569 11.708 14.078 1.3 0.0 -1.5 -0.174
N 9.362 11.215 14.141 -2.4 0.5 -1.8 0.066
C 8.676 11.128 12.933 0.8 -1.0 0.7 -0.119
C 9.242 11.270 11.671 1.1 0.2 0.8 -0.077
H 11.041 11.831 10.665 0.4 -0.1 0.0 0.089
H 12.269 12.241 12.848 0.0 0.1 0.1 0.063
H 11.113 11.896 14.992 0.0 -0.1 0.3 0.090
H 7.659 10.764 12.960 -0.2 0.0 0.5 0.093
H 8.794 11.024 10.719 -0.7 0.1 0.3 0.100
C 8.401 15.204 15.867 -0.6 0.0 1.4 -0.086
C 7.335 15.801 16.617 0.8 0.4 -1.5 -0.052
C 6.522 16.694 15.924 1.1 -1.5 -1.4 -0.118
N 6.703 16.856 14.567 -1.9 2.1 2.4 0.042
C 7.688 16.319 13.939 0.8 -0.8 -0.6 -0.195
C 8.555 15.396 14.522 -0.1 0.3 0.0 -0.067
H 9.162 14.683 16.429 -0.1 -0.6 0.0 0.079
H 7.241 15.610 17.675 0.0 0.1 0.1 0.090
H 5.765 17.284 16.420 -0.3 -0.1 -0.2 0.095
H 7.868 16.698 12.944 -0.1 -0.3 -0.5 0.097
H 9.315 14.909 13.929 0.3 0.1 0.2 0.095
C 10.495 19.124 14.464 1.0 0.5 0.3 -0.093
C 9.205 19.565 14.333 0.3 -0.9 0.7 -0.106
C 8.970 20.899 14.171 1.1 1.6 -1.0 -0.134
N 9.956 21.877 14.080 -0.6 -2.8 0.0 0.067
C 11.224 21.369 14.160 -1.2 1.5 0.0 -0.159
C 11.546 20.054 14.392 -1.0 -1.8 0.0 -0.066
H 10.707 18.074 14.606 0.1 -0.1 -0.1 0.067
H 8.410 18.841 14.431 -0.3 0.2 -0.3 0.082
H 7.940 21.078 13.898 -0.1 1.2 0.4 0.100
H 11.980 22.121 13.986 0.3 0.0 0.2 0.095
H 12.521 19.598 14.475 0.5 0.7 -0.1 0.080
C 9.623 10.764 17.831 -1.3 -1.0 0.2 -0.092
C 10.278 9.559 17.887 0.4 -1.8 -1.0 -0.079
C 11.631 9.472 18.167 -0.3 2.2 1.4 -0.144
N 12.309 10.593 18.554 0.1 -0.3 -0.7 0.056
C 11.633 11.748 18.572 0.4 -1.0 0.2 -0.160
C 10.288 11.830 18.281 0.7 2.4 0.2 -0.105
H 8.582 10.896 17.573 -0.1 -0.5 -0.2 0.116
H 9.786 8.628 17.649 -0.3 0.0 -0.2 0.100
H 12.142 8.526 18.267 0.1 0.0 -0.2 0.097
H 12.147 12.662 18.832 0.3 -0.1 0.3 0.086
H 9.801 12.786 18.404 0.0 0.2 -0.2 0.086
C 15.808 8.411 14.619 -0.9 0.2 -0.8 -0.074
C 16.468 9.383 13.859 -0.5 -0.8 0.3 -0.074
C 15.990 10.685 13.842 0.5 -0.2 0.9 -0.190
N 14.955 11.103 14.572 -1.1 -1.5 1.0 0.062
C 14.295 10.137 15.299 1.0 -0.7 -0.9 -0.101
C 14.645 8.756 15.311 0.8 2.0 -0.3 -0.049
H 16.083 7.374 14.497 0.3 -0.1 0.3 0.102
H 17.295 9.056 13.247 0.2 0.3 0.0 0.100
H 16.575 11.436 13.331 -0.2 0.2 -0.3 0.103
H 13.435 10.385 15.903 -0.1 0.7 -0.1 0.075
H 14.064 8.065 15.904 0.0 -0.1 -0.1 0.095
C 11.433 16.017 10.477 -0.5 -0.8 0.9 -0.088
C 11.376 17.132 11.282 -0.2 1.1 0.0 -0.085
C 10.258 17.951 11.239 -1.5 -1.4 -2.0 -0.116
N 9.178 17.610 10.448 0.3 -0.5 0.6 0.051
C 9.186 16.442 9.740 2.0 1.8 0.6 -0.140
C 10.350 15.672 9.674 -0.6 -0.3 0.8 -0.079
H 12.189 15.303 10.767 0.5 -0.2 -0.9 0.073
H 12.198 17.412 11.925 0.1 -0.2 0.2 0.091
H 10.166 18.852 11.827 -0.1 0.1 -0.1 0.086
H 8.338 16.160 9.133 -0.3 0.3 0.2 0.095
H 10.305 14.713 9.180 0.2 0.0 -0.3 0.089
C 16.565 16.204 15.257 -0.1 0.3 1.1 -0.107
C 16.166 16.238 13.967 -1.1 0.1 -1.4 -0.105
C 15.404 17.313 13.506 0.7 0.3 0.3 -0.149
N 15.090 18.396 14.244 0.1 -0.7 0.2 0.055
C 15.451 18.369 15.536 0.9 -2.0 -0.3 -0.122
C 16.181 17.254 16.075 -0.6 1.0 0.0 -0.052
H 17.093 15.330 15.608 0.1 0.1 0.4 0.110
H 16.316 15.369 13.342 0.2 0.1 -0.3 0.101
H 15.140 17.312 12.459 -0.4 0.2 -0.1 0.099
H 15.155 19.217 16.136 0.0 0.0 0.2 0.096
H 16.409 17.145 17.125 0.0 0.5 0.2 0.093
C 13.145 14.022 16.326 0.3 1.7 0.2 -0.073
C 12.233 14.937 16.876 -0.4 0.5 -0.9 -0.055
C 11.565 15.882 16.046 2.0 -1.5 0.5 -0.147
N 11.828 15.945 14.733 -0.3 0.0 0.3 0.074
C 12.746 15.114 14.247 0.8 -0.5 0.3 -0.155
C 13.501 14.192 14.991 -1.3 0.0 0.3 -0.076
H 13.741 13.429 17.004 -0.1 -0.5 -0.1 0.102
H 12.103 14.988 17.947 -0.3 -0.2 0.1 0.073
H 10.936 16.623 16.515 -0.3 0.1 -0.3 0.098
H 13.000 15.186 13.200 -0.3 0.3 -0.3 0.085
H 14.279 13.584 14.555 0.0 0.0 -0.2 0.070
C 13.651 10.647 9.711 0.3 -1.0 1.1 -0.095
C 14.043 11.208 10.905 0.3 0.4 0.1 -0.065
C 14.179 12.605 10.950 -0.6 -0.8 0.8 -0.184
N 13.898 13.408 9.961 -0.3 -0.3 -2.6 0.071
C 13.528 12.797 8.784 0.2 1.0 0.6 -0.121
C 13.376 11.444 8.645 -0.5 0.0 -0.4 -0.099
H 13.547 9.583 9.556 0.0 -0.2 0.4 0.111
H 14.213 10.630 11.801 0.1 -0.1 0.0 0.087
H 14.412 13.112 11.875 0.3 -0.1 0.3 0.091
H 13.355 13.406 7.909 -0.1 0.5 0.2 0.103
H 12.943 10.934 7.797 0.3 0.5 -0.6 0.109